(1)
The following is a DFT calculation (wB97M-V/def2-TZVPD) of C37H39N8O2STa as an isolated structure in a non-equilibrium geometry.

Each line ends with the Löwdin charge.
Geometry (Å):
Ta1 0.3626 0.2908 -0.0266  1.90
C1 3.6142 -4.9746 3.8396  -0.01
C2 2.7711 -3.9017 3.2636  -0.21
C3 1.4205 -3.7666 3.5685  0.08
C4 0.6079 -2.7619 3.0066  -0.09
C5 -0.7656 -2.7382 3.3910  0.06
N1 -1.6543 -1.9139 2.9419  0.09
C6 -3.0467 -1.8352 3.3310  -0.12
C7 -3.8990 -1.2401 2.2082  -0.16
C8 -3.6107 0.2504 1.9967  -0.15
N2 -4.3420 0.7777 0.8643  0.13
C9 -4.1135 1.8892 0.2510  0.07
C10 -3.0679 2.8416 0.5451  -0.09
C11 -3.5382 4.1500 0.7502  0.07
C12 -2.7343 5.1574 1.2787  -0.21
C13 -3.2994 6.4955 1.5744  -0.01
C14 -1.3942 4.8490 1.5021  0.08
C15 -0.8493 3.5975 1.1862  -0.11
C16 0.5669 3.4148 1.3875  -0.05
N3 1.2653 2.3831 1.0915  -0.03
C17 2.6991 2.4577 1.3060  -0.19
C18 3.4452 2.2819 -0.0205  -0.13
C19 3.6497 0.8125 -0.4521  -0.17
N4 2.7234 -0.0942 0.2080  -0.06
C20 3.2435 -1.0173 0.9344  -0.03
C21 2.5602 -1.9595 1.7807  -0.10
C22 3.3193 -2.9768 2.3759  0.09
C23 1.1848 -1.8257 2.0905  -0.22
O1 0.4893 -0.8460 1.5466  -0.29
C24 -1.6816 2.5600 0.6935  -0.24
O2 -1.1532 1.4029 0.3228  -0.32
H1 3.1486 -5.4482 4.6976  0.10
H2 4.5891 -4.5880 4.1296  0.10
H3 3.7952 -5.7445 3.0885  0.11
H4 0.9770 -4.4513 4.2771  0.14
H5 -1.0861 -3.4800 4.1187  0.17
H6 -1.3495 -1.2393 2.2367  0.08
H7 -3.1312 -1.2189 4.2342  0.15
H8 -3.4067 -2.8360 3.5853  0.15
H9 -4.9470 -1.3865 2.4753  0.14
H10 -3.7017 -1.7873 1.2826  0.07
H11 -2.5423 0.4200 1.8341  0.09
H12 -3.9105 0.8188 2.8876  0.17
H13 -5.1765 0.2472 0.6089  0.20
H14 -4.8552 2.2116 -0.4772  0.18
H15 -4.5784 4.3654 0.5546  0.15
H16 -4.3574 6.4354 1.8197  0.10
H17 -3.2065 7.1444 0.7014  0.11
H18 -2.7734 6.9816 2.3928  0.10
H19 -0.7414 5.6068 1.9122  0.15
H20 1.0643 4.2830 1.8303  0.16
H21 2.9848 1.6831 2.0250  0.13
H22 2.9668 3.4311 1.7311  0.14
H23 4.4287 2.7420 0.0742  0.14
H24 2.9125 2.8343 -0.7951  0.09
H25 4.6802 0.5145 -0.2303  0.13
H26 3.5086 0.7302 -1.5341  0.12
H27 4.3311 -1.1142 0.9570  0.16
H28 4.3727 -3.0457 2.1414  0.15
N5 -0.8165 -3.9595 -0.4157  0.14
C25 -0.4758 -2.7177 -0.7710  -0.79
S1 -1.6122 -1.4029 -0.4102  0.73
N6 0.6556 -2.4405 -1.3123  -0.01
N7 0.8930 -1.1471 -1.6519  -0.16
C26 0.9123 -0.8091 -2.9237  -0.14
C27 0.6017 -1.6855 -4.0274  -0.15
C28 0.8861 -3.0645 -3.9940  -0.01
C29 0.4210 -3.8969 -4.9906  -0.03
C30 -0.3439 -3.3853 -6.0351  0.00
C31 -0.6148 -2.0223 -6.0926  -0.03
C32 -0.1396 -1.1743 -5.1178  -0.01
C33 1.1135 0.6300 -3.1424  -0.21
C34 1.6302 1.1305 -4.3368  0.04
C35 1.7028 2.5058 -4.5172  0.04
C36 1.2606 3.3301 -3.4902  0.02
C37 0.8241 2.7548 -2.3060  -0.10
N8 0.7536 1.4337 -2.1152  0.01
H29 -1.7879 -4.1650 -0.2363  0.11
H30 -0.2599 -4.7248 -0.7684  0.13
H31 1.5063 -3.4605 -3.2064  0.11
H32 0.6478 -4.9512 -4.9606  0.12
H33 -0.7283 -4.0447 -6.7976  0.13
H34 -1.2123 -1.6251 -6.8987  0.13
H35 -0.4045 -0.1281 -5.1547  0.12
H36 1.9689 0.4530 -5.1059  0.14
H37 2.0890 2.9212 -5.4359  0.14
H38 1.2633 4.4020 -3.6014  0.13
H39 0.4966 3.3740 -1.4807  0.11

Cartesian forces, eV/Å:
1.328 -0.899 -0.690
0.286 -0.363 0.072
-0.248 0.438 -0.240
0.129 0.291 -0.249
0.602 0.594 -0.617
-0.282 0.071 0.058
0.668 0.187 -0.289
-0.879 0.005 0.410
0.073 -0.030 -0.074
0.559 -0.372 0.868
-0.248 0.138 -0.620
-0.414 -0.132 -0.090
1.021 0.000 0.114
0.383 -0.196 0.181
0.174 -0.443 -0.100
-0.110 0.492 -0.023
-0.269 -0.241 -0.156
-0.903 -0.577 -0.305
0.245 0.031 0.050
-0.866 -1.193 -0.794
0.782 0.112 0.017
-0.024 -0.118 0.153
0.355 0.474 -0.471
-1.325 0.204 0.239
-0.024 0.040 -0.073
-0.875 -0.148 0.382
-0.471 0.003 0.119
1.366 -1.481 0.728
-0.341 1.356 -0.573
-0.488 1.883 0.506
0.115 -0.777 -0.218
-0.005 -0.022 0.090
0.021 -0.001 0.102
-0.008 -0.083 -0.005
-0.086 -0.110 0.066
-0.131 0.059 0.003
0.031 -0.335 0.170
0.046 -0.090 -0.065
0.064 0.130 -0.040
-0.002 0.015 0.016
-0.132 0.031 0.084
-0.237 0.028 -0.005
0.047 -0.035 -0.145
0.077 0.226 -0.130
-0.101 -0.233 0.030
-0.179 0.023 0.002
-0.002 0.022 0.053
0.000 0.036 -0.024
-0.015 0.001 0.051
0.074 0.108 0.053
0.113 -0.144 -0.029
0.005 0.147 -0.030
-0.093 -0.160 0.040
-0.030 0.016 -0.030
0.084 0.059 0.049
-0.199 -0.060 -0.058
0.065 -0.067 0.086
-0.039 0.122 -0.137
0.122 0.012 -0.044
-0.120 -0.395 0.062
-0.258 1.059 0.014
0.575 0.879 -0.314
0.678 -1.544 0.234
-0.804 1.692 0.202
-0.151 -0.324 0.449
0.005 -0.325 -0.234
0.110 0.047 -0.075
0.011 0.041 -0.068
0.061 0.159 0.181
-0.074 -0.083 -0.140
0.065 -0.020 0.349
0.222 0.351 -0.532
-0.164 -0.150 0.504
-0.087 0.104 0.370
0.009 -0.238 -0.059
-0.170 0.351 0.079
0.133 -0.652 0.824
0.105 0.018 0.011
0.053 -0.026 -0.040
-0.035 -0.064 -0.020
0.074 -0.078 -0.008
-0.014 -0.056 -0.094
-0.028 0.029 -0.076
-0.038 0.032 -0.057
-0.042 -0.066 -0.007
0.026 0.043 -0.080
0.014 0.135 0.057
0.036 0.037 0.001

Output
- DFT total energy: -2475.87400 a.u.
- Strongest force on any atom: 2.14 eV/Å
- Total charge: +4


(2)
The following is a DFT calculation (wB97M-V/def2-TZVPD) of an isolated ion of composition C19H12Cl2FO6S2 and charge -1 in a non-equilibrium geometry.

Each line ends with the Löwdin charge.
Geometry (Å):
Cl1 4.2801 3.0857 2.5868  0.70
C1 2.5993 2.9042 2.4318  -0.62
C2 1.7567 3.9076 2.7390  0.01
C3 0.3033 3.6876 2.7520  -0.53
O1 -0.4209 4.5450 3.2828  -0.09
C4 -0.2066 2.4487 2.2051  -0.66
Cl2 -1.8257 2.1414 2.5100  0.76
C5 0.6400 1.2820 1.9177  -0.28
C6 2.1279 1.5109 2.2836  -0.35
O2 2.7349 0.5445 2.6587  0.10
H1 2.1596 4.8645 3.0837  0.12
H2 0.0489 0.4091 2.3057  0.15
F1 1.4337 -0.5951 0.7481  0.02
C7 0.4987 0.4215 0.7892  -0.37
S1 0.6509 1.5736 -0.7871  0.77
C8 0.1422 1.0367 -2.4171  -0.31
C9 -1.0849 1.5249 -2.8529  -0.07
C10 -1.4285 1.3716 -4.1868  -0.07
C11 -0.5589 0.7036 -5.0533  -0.09
C12 0.6590 0.1974 -4.5884  -0.08
C13 1.0346 0.3747 -3.2559  -0.05
O3 -0.2478 2.6922 -0.5279  -0.30
O4 2.0772 1.7797 -0.7426  -0.29
S2 -1.2265 -0.7641 0.3030  0.81
C14 -1.0572 -2.5211 0.7353  -0.27
C15 -0.9015 -3.4929 -0.2506  -0.05
C16 -0.8331 -4.8387 0.1304  -0.08
C17 -0.9267 -5.1932 1.4803  -0.09
C18 -1.0752 -4.2028 2.4569  -0.07
C19 -1.1556 -2.8590 2.0831  -0.06
O5 -2.3468 -0.2346 1.0602  -0.39
O6 -1.3170 -0.8094 -1.1707  -0.35
H3 -1.7464 2.0331 -2.1557  0.12
H4 -2.3799 1.7853 -4.5155  0.11
H5 -0.8371 0.5866 -6.1008  0.10
H6 1.3343 -0.3296 -5.2614  0.10
H7 1.9799 0.0128 -2.8511  0.12
H8 -0.8500 -3.2025 -1.2998  0.11
H9 -0.7103 -5.6029 -0.6390  0.10
H10 -0.8840 -6.2432 1.7735  0.10
H11 -1.1369 -4.4614 3.5143  0.11
H12 -1.3036 -2.0746 2.8252  0.12

Cartesian forces, eV/Å:
1.126 0.070 0.019
-0.885 0.349 0.087
0.757 -0.891 -0.470
-1.345 -2.176 -0.809
-0.158 0.839 0.278
2.014 2.540 0.983
-1.528 0.024 0.232
-0.837 0.851 1.351
-1.362 -1.124 1.085
1.252 0.027 -0.093
-0.316 -0.265 -0.200
0.828 -0.027 3.033
-0.704 0.939 -0.201
-0.245 -1.934 -6.105
-1.018 0.971 0.704
0.585 0.093 -0.109
0.050 0.011 -0.145
0.132 -0.156 0.112
0.037 0.013 0.053
-0.024 -0.028 0.017
-0.487 0.097 0.151
0.763 -1.127 -0.285
0.361 -0.103 -0.408
-0.962 0.763 -0.799
0.406 0.284 0.532
0.124 -0.099 0.039
-0.121 0.290 0.116
0.051 0.252 -0.045
-0.077 0.141 -0.169
0.117 -0.218 -0.016
0.760 -0.912 -0.588
0.468 0.246 1.839
0.241 -0.102 -0.153
0.222 -0.188 -0.150
0.130 -0.016 0.230
-0.195 0.148 0.069
-0.189 0.149 -0.227
0.033 -0.007 0.327
-0.065 0.194 0.259
0.024 0.291 -0.085
-0.007 -0.011 -0.306
0.045 -0.201 -0.149

Output
- DFT total energy: -2999.15956 a.u.
- SMILES: O=C1C(Cl)=CC([O-])=C(Cl)[C@H]1C(F)(S(=O)(=O)c1ccccc1)S(=O)(=O)c1ccccc1
- Strongest force on any atom: 6.41 eV/Å
- Total charge: -1


(3)
The following is a DFT calculation (wB97M-V/def2-TZVPD) of a 2-piece molecular cluster, C2H7N4S overall in a non-equilibrium geometry.

Each line ends with the Löwdin charge.
Geometry (Å):
C1 -1.8743 0.1450 0.0054  -0.26
C2 2.2950 -0.1238 -0.3757  -0.12
N1 -0.0879 -1.3158 0.3258  0.10
N2 -1.1999 -0.8504 0.0375  -0.01
N3 1.1627 0.2803 0.4360  -0.55
N4 -3.0177 0.7386 0.0360  0.18
S1 0.2573 1.5679 0.0290  0.84
H1 2.0312 -0.0643 -1.4304  0.09
H2 3.1356 0.5517 -0.1965  0.10
H3 2.6063 -1.1334 -0.1140  0.10
H4 0.2769 -1.9794 -0.3557  0.12
H5 1.3174 0.1270 1.4353  0.12
H6 -3.6594 0.6087 0.8093  0.15
H7 -3.2433 1.4478 -0.6419  0.14

Cartesian forces, eV/Å:
1.621 0.542 -0.401
0.738 -0.184 -0.574
0.977 -0.621 1.283
-0.665 -0.017 -0.533
-0.533 0.250 0.304
-0.901 0.209 0.364
-0.724 -0.253 0.152
-0.075 -0.012 0.083
-0.133 -0.061 0.043
-0.067 -0.034 0.045
-0.158 0.083 -0.369
-0.182 0.048 -0.269
0.050 -0.060 -0.101
0.052 0.110 -0.028

Output
- DFT total energy: -697.23251 a.u.
- Strongest force on any atom: 1.76 eV/Å
- Energy relative to the best compared isomer or geometry (same formula, charge and spin): 298.0 kJ/mol
- Total charge: +1


Number 1: E_LUMO -12.1 eV, Kohn-Sham gap 6.113 eV, HOMO energy -18.194 eV. Number 2: E_LUMO 2.1 eV, Kohn-Sham gap 5.077 eV, HOMO energy -3.007 eV. Number 3: E_LUMO -5.0 eV, Kohn-Sham gap 8.665 eV, HOMO energy -13.652 eV.